1.
19
Properties=species:S:1:pos:R:3 method="wB97M-V/def2-TZVPD" lumo_ev="0.4 / 0.0" gap_ev="7.2 / 7.6" e_tot_ev=-23247.43665 max_force_ev_per_a=4.38 homo_energy_ev="-6.8 / -7.6" de_lowest_ev=4.084
C -2.12 2.07 -0.76
C -1.26 1.03 -0.44
C -1.50 3.29 -0.92
C 0.02 1.43 -0.22
C 1.19 0.68 0.02
C 1.31 -1.78 0.51
C 0.62 -2.90 -0.04
N 0.61 -0.37 2.40
N 0.93 -1.42 1.95
O 0.92 -0.63 -0.22
S 0.17 3.21 -0.37
H -3.19 1.91 -0.69
H -1.42 -0.02 -0.38
H -1.99 4.24 -1.25
H 2.11 0.88 0.52
H 2.42 -1.95 0.53
H 0.54 -3.83 0.60
H 1.04 -3.23 -1.02
H -0.39 -2.62 -0.22

=====

2.
62
Properties=species:S:1:pos:R:3 method="wB97M-V/def2-TZVPD" lumo_ev=-0.2 gap_ev=7.3 e_tot_ev=-61846.33657 max_force_ev_per_a=6.27 homo_energy_ev=-7.5 smiles="CC(=O)N(C)CCCC[PH4].COP(=O)(OC)OC.COP(=O)(OC)OC"
C 4.11 -1.40 0.95
C 4.64 -0.03 0.54
O 5.82 0.12 0.53
N 3.81 1.05 0.13
C 3.61 0.90 -1.34
C 2.54 1.16 0.87
C 1.62 2.28 0.38
C 0.38 1.87 -0.43
C -0.46 0.78 0.23
P -0.06 -0.98 -0.43
H 4.88 -1.83 1.58
H 3.19 -1.39 1.51
H 3.98 -2.07 0.10
H 4.12 0.01 -1.71
H 2.57 0.82 -1.62
H 4.09 1.73 -1.86
H 2.01 0.21 0.96
H 2.83 1.42 1.89
H 1.24 2.79 1.26
H 2.20 3.02 -0.16
H -0.24 2.76 -0.53
H 0.61 1.59 -1.47
H -0.20 0.77 1.30
H -1.53 0.94 0.13
H 0.36 -1.39 0.89
H 0.97 -0.47 -1.27
H -1.39 -1.13 -0.94
H 0.32 -2.31 -0.88
C -4.05 6.75 -3.34
O -3.42 5.60 -2.74
P -3.47 5.42 -1.12
O -2.36 4.55 -0.76
O -4.92 4.68 -1.13
C -5.01 3.39 -1.73
O -3.87 6.27 0.19
C -4.77 7.39 0.06
H -3.92 6.67 -4.41
H -5.12 6.78 -3.10
H -3.57 7.67 -2.99
H -4.04 2.89 -1.74
H -5.38 3.47 -2.75
H -5.71 2.80 -1.14
H -5.74 7.06 -0.32
H -4.36 8.16 -0.59
H -4.91 7.81 1.05
C 1.51 -8.48 1.08
O 1.71 -7.23 0.37
P 0.74 -5.95 0.70
O 0.86 -5.12 -0.50
O 1.71 -5.41 1.90
C 3.03 -4.99 1.54
O -0.57 -5.38 1.48
C -1.12 -6.12 2.59
H 2.26 -9.18 0.72
H 1.63 -8.33 2.15
H 0.52 -8.89 0.87
H 3.09 -4.70 0.50
H 3.75 -5.79 1.74
H 3.27 -4.14 2.17
H -0.38 -6.21 3.39
H -1.45 -7.11 2.28
H -1.97 -5.56 2.96

=====

3.
138
Properties=species:S:1:pos:R:3 method="wB97M-V/def2-TZVPD" lumo_ev=-0.1 gap_ev=9.7 e_tot_ev=-91838.00701 max_force_ev_per_a=4.67 homo_energy_ev=-9.8 de_lowest_ev=4.425 smiles="CCOC(C)=O.CCOC(C)=O.CCOC(C)=O.O=C1CCCO1.O=C1CCCO1.O=C1CCCO1.O=C1CCCO1.O=C1CCCO1.O=C1CCCO1.O=C1CCCO1.O=C1CCCO1"
C 3.86 -7.93 -5.83
C 3.84 -7.06 -4.58
O 2.90 -6.02 -4.77
C 2.90 -5.05 -3.85
C 1.77 -4.03 -3.99
O 3.70 -4.90 -2.96
H 4.59 -8.73 -5.65
H 4.18 -7.40 -6.72
H 2.91 -8.38 -6.12
H 3.66 -7.68 -3.69
H 4.84 -6.69 -4.33
H 1.50 -3.65 -3.02
H 0.86 -4.38 -4.48
H 2.19 -3.22 -4.59
C 0.05 -1.36 -1.43
C -1.07 -0.35 -1.39
O -1.67 -0.31 -0.07
C -1.29 0.69 0.72
C -2.15 0.83 1.93
O -0.22 1.25 0.62
H 0.62 -1.21 -2.35
H -0.27 -2.38 -1.65
H 0.72 -1.37 -0.57
H -0.69 0.65 -1.60
H -1.91 -0.58 -2.05
H -3.10 1.20 1.57
H -1.70 1.45 2.70
H -2.21 -0.13 2.44
C -4.99 2.87 3.07
C -4.82 4.37 2.87
O -5.83 4.89 2.03
C -6.08 6.22 2.16
C -6.94 6.75 1.05
O -5.47 6.96 2.88
H -4.29 2.50 3.81
H -4.94 2.38 2.09
H -5.98 2.60 3.45
H -5.04 4.82 3.85
H -3.79 4.64 2.63
H -6.94 7.83 1.06
H -7.96 6.40 1.23
H -6.49 6.42 0.11
O 1.29 -3.73 2.66
C 1.70 -2.61 2.76
C 3.10 -2.17 3.17
C 2.86 -0.69 3.46
C 1.58 -0.29 2.75
O 0.91 -1.55 2.50
H 3.44 -2.61 4.10
H 3.77 -2.38 2.33
H 2.83 -0.51 4.53
H 3.69 -0.04 3.18
H 1.00 0.34 3.41
H 1.65 0.18 1.77
O 4.38 1.85 -2.01
C 4.17 2.23 -0.90
C 3.84 1.45 0.37
C 3.46 2.47 1.43
C 4.10 3.74 0.84
O 4.34 3.52 -0.55
H 3.08 0.71 0.11
H 4.82 1.01 0.60
H 2.37 2.55 1.35
H 3.86 2.22 2.41
H 3.34 4.53 0.89
H 5.02 4.05 1.34
O -7.70 -2.23 0.70
C -6.68 -1.85 1.18
C -6.22 -0.50 1.58
C -5.35 -0.85 2.78
C -4.78 -2.24 2.42
O -5.74 -2.79 1.53
H -5.79 -0.08 0.67
H -7.05 0.18 1.78
H -4.54 -0.14 2.96
H -5.95 -0.92 3.68
H -3.74 -2.27 2.08
H -4.73 -2.77 3.38
O -0.56 2.82 -6.04
C 0.15 2.84 -5.08
C 0.74 4.09 -4.43
C 1.56 3.51 -3.29
C 1.27 1.99 -3.23
O 0.49 1.73 -4.42
H 1.30 4.64 -5.17
H -0.07 4.76 -4.13
H 2.62 3.67 -3.50
H 1.46 4.04 -2.35
H 2.21 1.46 -3.21
H 0.53 1.84 -2.44
O 2.50 4.25 6.19
C 1.83 4.05 5.21
C 1.28 5.09 4.25
C 0.13 4.35 3.60
C 0.56 2.89 3.72
O 1.35 2.82 4.93
H 1.03 6.01 4.76
H 2.12 5.19 3.55
H -0.77 4.52 4.20
H -0.10 4.56 2.56
H -0.24 2.17 3.91
H 1.16 2.49 2.91
O -2.44 -4.23 6.53
C -2.17 -3.10 6.31
C -1.47 -2.51 5.09
C -1.48 -1.01 5.34
C -1.83 -0.89 6.82
O -2.46 -2.10 7.20
H -0.42 -2.79 5.19
H -1.91 -2.81 4.15
H -0.52 -0.51 5.20
H -2.24 -0.44 4.79
H -0.91 -0.80 7.40
H -2.43 -0.03 7.12
O 2.68 -1.13 -2.68
C 3.46 -1.90 -3.17
C 4.66 -2.53 -2.58
C 5.44 -3.01 -3.79
C 4.26 -3.31 -4.76
O 3.26 -2.36 -4.43
H 5.27 -1.85 -1.98
H 4.35 -3.37 -1.96
H 6.02 -2.21 -4.25
H 6.03 -3.91 -3.63
H 4.63 -3.10 -5.76
H 3.96 -4.35 -4.59
O -3.14 -2.05 -4.21
C -2.10 -1.55 -4.61
C -1.90 -0.45 -5.60
C -0.45 -0.77 -6.08
C 0.18 -1.42 -4.87
O -0.95 -1.97 -4.17
H -2.59 -0.57 -6.43
H -1.94 0.55 -5.17
H -0.60 -1.37 -6.98
H 0.08 0.14 -6.35
H 0.93 -2.11 -5.24
H 0.60 -0.69 -4.18